A cluster of 6 separate species, C41H72BrN2O16 in total. Source: the Open Molecules 2025 dataset; level of theory: ωB97M-V/def2-TZVPD.

Last column: Löwdin charge in e.
CARTESIAN COORDINATES (ANGSTROEM)
C (5.47462, -0.57566, 0.13624)  0.07
C (4.52855, -0.42737, 1.05129)  -0.11
C (3.41565, -0.21374, 2.18378)  -0.19
C (1.90132, -0.08658, 1.62947)  -0.19
C (1.59019, 1.27042, 0.81663)  -0.14
C (2.28909, 1.38213, -0.62362)  -0.02
C (3.16563, 2.66563, -1.03101)  0.11
N (3.70308, 2.66212, -2.37131)  -0.14
C (4.48646, 3.94032, -2.70466)  -0.12
C (4.42867, 4.22106, -4.30106)  -0.15
C (5.57663, 3.93794, -5.13467)  0.00
N (3.66389, 1.79130, -3.37019)  0.08
C (2.92067, 0.58672, -3.17577)  -0.46
Br (2.84128, -0.67851, -4.73515)  0.76
C (2.19487, 0.34198, -1.80334)  -0.04
C (1.33921, -1.02710, -1.62412)  -0.16
C (2.23472, -2.31258, -1.21842)  -0.20
C (2.45128, -3.39964, -2.39533)  -0.21
C (4.07914, -3.60993, -2.52218)  -0.21
C (4.52895, -4.26115, -3.92822)  -0.20
C (6.14871, -4.13100, -4.17383)  -0.19
C (6.96905, -3.71450, -2.84527)  -0.19
C (8.59029, -3.64238, -3.10236)  -0.21
O (8.82829, -2.34679, -3.73971)  -0.27
C (9.81278, -1.56626, -2.96795)  -0.12
H (6.31119, -0.35809, -0.63189)  0.06
H (3.71116, 0.64225, 2.92076)  0.12
H (3.43256, -1.17882, 2.84213)  0.13
H (1.21925, -0.05859, 2.57873)  0.12
H (1.57512, -1.05761, 1.07100)  0.10
H (1.99873, 2.15719, 1.45670)  0.13
H (0.46423, 1.45010, 0.66818)  0.13
H (3.34722, 3.54308, -0.28941)  0.16
H (5.57645, 3.89384, -2.34784)  0.14
H (3.93306, 4.82973, -2.19986)  0.13
H (3.50599, 4.66852, -4.84257)  0.11
H (5.40869, 3.62603, -6.22943)  0.08
H (6.67428, 4.04916, -4.75850)  0.08
H (0.79207, -1.25945, -2.62680)  0.11
H (0.53515, -0.85715, -0.81834)  0.11
H (1.64567, -2.86310, -0.37151)  0.12
H (3.23485, -1.99333, -0.72526)  0.08
H (1.92451, -4.40522, -2.12190)  0.13
H (1.97017, -3.04029, -3.37472)  0.05
H (4.37369, -4.34384, -1.68354)  0.12
H (4.51939, -2.54097, -2.36866)  0.09
H (4.28984, -5.38883, -3.97388)  0.12
H (4.01311, -3.77874, -4.84152)  0.08
H (6.32253, -3.31078, -4.95947)  0.11
H (6.52606, -5.15898, -4.52337)  0.11
H (6.71298, -4.38216, -1.93095)  0.12
H (6.67755, -2.62327, -2.55066)  0.10
H (8.96336, -4.52868, -3.74035)  0.13
H (9.07011, -3.60375, -2.04962)  0.12
H (10.12898, -0.63390, -3.59001)  0.10
H (9.41858, -1.25875, -1.92511)  0.09
H (10.74318, -2.24092, -2.84745)  0.10
C (-0.79769, -9.29124, -4.74474)  -0.07
C (0.70934, -9.25098, -4.92241)  -0.21
O (1.09900, -8.19098, -5.80547)  0.03
C (1.06315, -6.95319, -5.28178)  -0.57
O (0.73796, -6.66548, -4.15035)  0.11
O (1.42304, -6.07997, -6.24231)  0.01
C (1.31850, -4.71600, -5.84605)  -0.05
H (-1.29728, -9.35196, -5.71535)  0.08
H (-1.09171, -10.14999, -4.13780)  0.08
H (-1.16504, -8.38544, -4.25546)  0.07
H (1.04174, -10.18319, -5.38620)  0.12
H (1.22888, -9.16420, -3.96345)  0.12
H (1.87596, -4.52535, -4.92623)  0.05
H (0.26664, -4.44475, -5.72250)  0.11
H (1.74368, -4.09937, -6.64061)  0.10
C (-2.55677, -0.65728, 7.25367)  -0.06
C (-2.34105, 0.74630, 6.71723)  -0.21
O (-1.09133, 1.28624, 7.16640)  0.04
C (0.00422, 0.81259, 6.54741)  -0.57
O (0.02254, -0.01322, 5.65841)  0.10
O (1.08446, 1.39135, 7.10497)  0.01
C (2.32501, 0.89137, 6.61300)  -0.05
H (-2.46419, -0.67046, 8.34288)  0.09
H (-3.54495, -1.02906, 6.97501)  0.08
H (-1.80804, -1.35190, 6.86377)  0.07
H (-3.12448, 1.40281, 7.10458)  0.13
H (-2.40415, 0.77794, 5.62511)  0.10
H (2.37647, 0.95667, 5.52296)  0.08
H (2.46716, -0.14048, 6.94418)  0.10
H (3.12559, 1.50297, 7.03295)  0.10
C (-5.25571, 1.28137, -0.62638)  -0.06
C (-5.62057, -0.10422, -0.12460)  -0.20
O (-4.44974, -0.85043, 0.23630)  0.04
C (-3.87828, -0.50727, 1.40361)  -0.55
O (-4.26142, 0.35871, 2.15889)  0.08
O (-2.78258, -1.27189, 1.57859)  0.00
C (-2.02165, -0.92786, 2.73490)  -0.05
H (-4.53412, 1.21542, -1.44549)  0.08
H (-6.14399, 1.81183, -0.97529)  0.08
H (-4.78827, 1.87928, 0.16037)  0.06
H (-6.11096, -0.66002, -0.92785)  0.13
H (-6.32280, -0.06036, 0.71315)  0.13
H (-2.64095, -0.93379, 3.63534)  0.10
H (-1.55491, 0.05120, 2.59447)  0.09
H (-1.23280, -1.67266, 2.85592)  0.10
C (-3.92264, 2.62989, 3.48884)  -0.07
C (-2.95462, 3.56604, 4.18871)  -0.20
O (-3.36002, 4.93294, 4.04366)  0.03
C (-4.39297, 5.31875, 4.81478)  -0.59
O (-4.99260, 4.62334, 5.60380)  0.12
O (-4.66791, 6.60650, 4.53358)  -0.04
C (-5.82174, 7.10951, 5.20541)  -0.05
H (-4.04771, 2.91915, 2.44199)  0.08
H (-3.56476, 1.60302, 3.53397)  0.04
H (-4.91410, 2.66640, 3.94799)  0.09
H (-1.96967, 3.47920, 3.72147)  0.12
H (-2.83452, 3.30921, 5.24568)  0.11
H (-5.74948, 6.96152, 6.28556)  0.10
H (-6.72068, 6.62938, 4.81010)  0.10
H (-5.88663, 8.18118, 5.00805)  0.10
C (-10.48264, 3.84108, -0.01543)  -0.07
C (-10.03260, 5.15790, -0.62202)  -0.21
O (-9.32005, 5.95229, 0.33455)  0.03
C (-8.05743, 5.56438, 0.58978)  -0.57
O (-7.48517, 4.62117, 0.08786)  0.11
O (-7.54591, 6.38786, 1.52437)  0.01
C (-6.24286, 6.01627, 1.96825)  -0.04
H (-11.06135, 4.01581, 0.89557)  0.08
H (-11.09415, 3.27885, -0.72423)  0.08
H (-9.62826, 3.22012, 0.26622)  0.07
H (-10.91149, 5.73670, -0.91737)  0.12
H (-9.42925, 5.00508, -1.52184)  0.12
H (-5.55067, 5.91349, 1.12875)  0.11
H (-6.29687, 5.08537, 2.53964)  0.10
H (-5.87188, 6.80338, 2.62442)  0.08

Computed properties:
E_HOMO ... -11.43 eV
Energy ... -149449.3281 eV
Gap between HOMO and LUMO ... 7.114 eV
Charge ... +1